Molecular formula: C36H37N4O3RbSi
Method: DFT, ωB97M-V/def2-TZVPD

Geometry (Å):
Rb (-0.62485, -0.28718, -0.03337)
O (1.79957, -0.95086, 1.38379)
C (2.98598, -0.91590, 0.91726)
C (4.10704, -1.51072, 1.57384)
C (5.37284, -1.48648, 1.02532)
C (5.62716, -0.86521, -0.20262)
C (4.56190, -0.26710, -0.86454)
C (3.28100, -0.27999, -0.33631)
C (2.12958, 0.38948, -0.96634)
N (1.58703, 0.27892, -2.10887)
C (2.07944, -0.63318, -3.14137)
C (2.49267, -2.05842, -2.74394)
N (1.66746, -2.69740, -1.73131)
C (0.41546, -2.89334, -1.85494)
C (-0.55486, -2.72292, -2.94871)
C (-0.24392, -2.91527, -4.29359)
C (-1.21163, -2.94527, -5.28591)
C (-2.55506, -2.79282, -4.90957)
C (-2.90474, -2.59797, -3.59361)
C (-1.92936, -2.52668, -2.54191)
O (-2.25903, -2.28261, -1.34021)
H (3.92530, -2.00272, 2.52418)
H (6.19086, -1.96185, 1.55903)
H (6.62630, -0.84405, -0.62094)
H (4.73371, 0.22688, -1.81777)
H (1.61194, 1.06686, -0.27587)
H (2.93542, -0.16919, -3.64606)
H (1.28021, -0.69065, -3.88076)
H (3.50503, -2.04789, -2.34526)
H (2.53078, -2.65047, -3.66686)
H (-0.05531, -3.30759, -0.95926)
H (0.78922, -3.07512, -4.58218)
H (-0.93465, -3.10017, -6.32177)
H (-3.33094, -2.82028, -5.66940)
H (-3.94213, -2.47234, -3.30246)
C (-0.94943, 3.57472, 4.27749)
Si (0.07531, 2.88706, 2.82148)
C (1.58619, 4.02384, 2.64498)
C (0.70462, 1.25873, 3.51334)
N (-0.77309, 2.67413, 1.37435)
C (-1.52030, 3.62540, 0.79575)
C (-1.65176, 4.97848, 1.24758)
C (-2.46866, 5.91562, 0.64008)
C (-3.22373, 5.59219, -0.48324)
C (-3.10413, 4.29803, -0.98061)
C (-2.27562, 3.37088, -0.38570)
O (-2.21420, 2.09494, -0.95468)
C (-1.65553, 1.99379, -2.20033)
C (-1.97838, 0.85525, -2.92300)
C (-1.38670, 0.61636, -4.15393)
C (-0.48994, 1.53409, -4.68580)
C (-0.18452, 2.67632, -3.96367)
C (-0.75539, 2.91561, -2.72448)
H (-0.34940, 3.52742, 5.19362)
H (-1.81630, 2.91751, 4.41516)
H (-1.32026, 4.59629, 4.16308)
H (2.11538, 4.18815, 3.58889)
H (1.30499, 4.99743, 2.23199)
H (2.28344, 3.55599, 1.94127)
H (1.42523, 1.46713, 4.31469)
H (1.20297, 0.62763, 2.77246)
H (-0.13294, 0.71486, 3.95981)
H (-1.07117, 5.27817, 2.11215)
H (-2.51188, 6.92020, 1.05053)
H (-3.87255, 6.31577, -0.96055)
H (-3.65031, 3.99275, -1.86734)
H (-2.67269, 0.13793, -2.49697)
H (-1.62222, -0.29827, -4.68367)
H (-0.01439, 1.34720, -5.64149)
H (0.53196, 3.38889, -4.35632)
H (-0.49443, 3.79627, -2.15263)
C (-2.12202, -2.04542, 5.13000)
C (-1.00259, -2.34439, 4.37443)
C (-0.91892, -1.84488, 3.08020)
N (-1.87671, -1.10093, 2.53365)
C (-2.94967, -0.81440, 3.26647)
C (-3.11819, -1.25941, 4.56862)
H (-2.21480, -2.40869, 6.14704)
H (-0.19022, -2.93576, 4.77685)
H (-0.02780, -2.00939, 2.47657)
H (-3.69733, -0.19030, 2.78805)
H (-4.00472, -0.98763, 5.12771)

Cartesian forces, eV/Å:
Rb -0.38 0.03 0.17
O 0.11 -0.07 -0.05
C -0.02 -0.05 0.02
C 0.05 -0.01 0.03
C -0.08 0.04 -0.05
C 0.00 -0.02 0.04
C 0.02 0.00 -0.02
C 0.01 -0.07 -0.04
C 0.11 0.03 0.06
N 0.15 -0.02 -0.09
C -0.06 0.09 0.01
C -0.02 -0.06 0.03
N 0.02 0.01 0.03
C 0.07 -0.08 0.01
C -0.09 -0.04 -0.04
C 0.04 0.00 -0.04
C -0.07 0.00 0.02
C 0.10 0.00 0.08
C 0.01 -0.02 -0.06
C -0.03 0.05 0.07
O 0.11 -0.02 -0.16
H -0.01 0.02 -0.01
H 0.01 -0.01 0.02
H -0.01 0.00 0.00
H -0.03 0.01 0.00
H 0.12 0.11 -0.08
H 0.00 0.01 -0.02
H -0.02 0.03 -0.01
H 0.02 -0.01 0.02
H 0.00 0.00 -0.01
H -0.06 0.01 -0.01
H -0.02 0.02 0.05
H -0.01 0.00 0.01
H -0.01 0.00 0.00
H 0.00 0.00 -0.01
C -0.07 -0.04 0.03
Si 0.13 -0.01 0.21
C 0.01 -0.01 -0.15
C 0.05 0.23 0.01
N -0.14 0.04 -0.13
C 0.17 -0.06 0.10
C -0.04 0.06 -0.02
C 0.05 -0.06 0.01
C 0.01 0.03 0.03
C -0.01 -0.05 -0.03
C -0.13 0.06 -0.05
O -0.01 0.12 -0.05
C 0.07 0.01 -0.02
C -0.09 -0.28 -0.10
C 0.01 0.07 0.00
C -0.04 -0.08 -0.02
C 0.05 0.08 0.00
C -0.03 0.12 0.13
H -0.02 0.01 -0.01
H 0.01 0.06 0.03
H 0.04 -0.06 -0.02
H -0.04 -0.03 0.01
H 0.03 -0.02 0.01
H 0.00 0.06 0.04
H -0.05 -0.01 -0.01
H -0.11 -0.06 0.04
H 0.04 -0.10 -0.05
H -0.03 0.00 -0.04
H 0.00 0.01 0.01
H 0.00 0.00 -0.01
H 0.00 -0.01 0.00
H 0.05 0.02 0.00
H 0.00 0.00 0.00
H -0.02 -0.01 0.00
H 0.00 0.01 0.00
H 0.00 -0.01 0.01
C -0.02 0.00 0.02
C 0.03 -0.02 0.01
C 0.12 0.02 0.00
N -0.09 -0.01 0.03
C 0.09 -0.02 -0.02
C -0.02 0.01 0.01
H 0.00 0.00 0.00
H -0.01 0.01 -0.01
H -0.02 0.00 0.04
H 0.00 -0.01 0.02
H 0.01 -0.01 -0.01

- E_LUMO (eV) = 3.88
- net charge = -2
- HOMO (hartree) = -0.056
- strongest force on any atom (eV/Å) = 0.42
- energy above the lowest of the compared OMol25 structures with the same formula, charge and spin (kcal per mole) = 20.0

Mulliken atomic charge list, values in e, 5 entries:
1. Rb 1.206
2. O -0.314
3. C -0.509
4. C -0.691
5. C -0.432


Molecular formula: C36H37N4P2S3W
Method: DFT, ωB97M-V/def2-TZVPD

Geometry (Å):
W (0.17123, 0.27455, -0.12297)
C (3.39364, 2.98469, 3.08564)
S (3.26276, 1.21819, 3.45901)
C (2.04778, 0.65852, 2.40340)
S (1.19450, 1.78929, 1.24803)
N (1.71813, -0.58641, 2.45970)
N (0.66914, -0.87064, 1.61619)
C (-0.04950, -1.90273, 1.88959)
C (-1.25850, -2.11209, 1.08374)
C (-2.11772, -3.16313, 1.29943)
C (-3.28670, -3.24101, 0.53558)
C (-3.54414, -2.25019, -0.39206)
C (-2.63166, -1.21129, -0.54760)
N (-1.50177, -1.14098, 0.16207)
H (4.16984, 3.34368, 3.75919)
H (2.46443, 3.50132, 3.31032)
H (3.71091, 3.15376, 2.06008)
H (0.21226, -2.53810, 2.73050)
H (-1.88352, -3.90274, 2.05367)
H (-3.98405, -4.05589, 0.67827)
H (-4.44525, -2.26091, -0.98921)
H (-2.81767, -0.40386, -1.24259)
C (-1.00258, 7.70573, -4.02604)
S (-0.39559, 6.12267, -4.64763)
C (-1.65038, 5.03156, -3.95355)
C (-1.42204, 3.61541, -4.47873)
C (-2.00713, 2.52676, -3.57976)
N (-1.06144, 2.08158, -2.50620)
P (-0.24166, 0.63019, -2.53257)
C (-0.44518, -0.28479, -4.02529)
C (-1.42231, -1.28560, -4.10215)
C (-1.62144, -1.94454, -5.30231)
C (-0.85398, -1.60236, -6.41110)
C (0.11724, -0.61176, -6.33033)
C (0.33461, 0.05275, -5.13533)
C (1.47018, 0.86386, -2.09492)
C (2.38152, 1.91528, -2.35345)
C (3.67970, 1.79480, -1.94040)
C (4.12910, 0.64507, -1.24477)
C (3.27655, -0.38340, -0.95240)
C (1.91937, -0.25768, -1.33324)
P (-1.10247, 2.35093, -0.80982)
C (-2.76629, 2.48655, -0.16454)
C (-3.60781, 3.51166, -0.61314)
C (-4.86580, 3.65888, -0.05604)
C (-5.27806, 2.81765, 0.97158)
C (-4.43178, 1.82940, 1.45333)
C (-3.17936, 1.65987, 0.88190)
C (-0.34932, 3.95089, -0.49532)
C (-0.57284, 4.54323, 0.75400)
C (-0.00228, 5.76835, 1.04910)
C (0.78402, 6.41341, 0.09913)
C (0.99605, 5.83727, -1.14565)
C (0.43673, 4.60405, -1.44162)
H (-0.31154, 8.47048, -4.37371)
H (-1.02704, 7.71593, -2.93607)
H (-1.99159, 7.92118, -4.42497)
H (-2.65030, 5.37542, -4.22580)
H (-1.57183, 5.06906, -2.86306)
H (-0.35117, 3.41256, -4.59270)
H (-1.84971, 3.53698, -5.47861)
H (-2.24084, 1.63805, -4.16585)
H (-2.93613, 2.84567, -3.10755)
H (-2.01340, -1.54699, -3.23229)
H (-2.36770, -2.72325, -5.37881)
H (-1.01084, -2.11943, -7.34844)
H (0.71116, -0.36327, -7.19940)
H (1.10216, 0.81438, -5.06776)
H (2.06682, 2.76988, -2.93525)
H (4.38906, 2.57418, -2.18690)
H (5.16799, 0.57363, -0.95061)
H (3.62321, -1.27327, -0.44439)
H (1.26631, -1.18709, -1.34854)
H (-3.27392, 4.20675, -1.37313)
H (-5.52062, 4.44490, -0.40717)
H (-6.25716, 2.95002, 1.41243)
H (-4.74339, 1.20356, 2.27875)
H (-2.50944, 0.90858, 1.28222)
H (-1.21074, 4.05633, 1.48336)
H (-0.18435, 6.23251, 2.00904)
H (1.21640, 7.37944, 0.32465)
H (1.57239, 6.35532, -1.90036)
H (0.56488, 4.19627, -2.43444)

Cartesian forces, eV/Å:
W -0.27 0.02 0.14
C -0.02 -0.06 -0.02
S 0.14 0.15 0.08
C -0.27 0.03 -0.21
S 0.08 -0.20 0.08
N -0.07 0.03 -0.03
N 0.09 0.01 0.06
C -0.10 0.01 -0.15
C 0.20 0.04 0.14
C -0.04 -0.03 -0.01
C 0.06 0.04 0.01
C 0.04 0.05 -0.01
C -0.07 -0.10 0.05
N 0.20 0.08 -0.09
H 0.00 -0.02 0.01
H 0.01 0.01 0.00
H 0.00 0.01 0.00
H -0.03 -0.02 -0.01
H -0.04 -0.02 -0.01
H 0.02 -0.01 0.02
H 0.00 0.01 0.00
H -0.02 0.01 0.02
C 0.03 -0.06 0.00
S -0.02 0.08 -0.02
C 0.05 -0.02 0.07
C -0.01 -0.06 0.15
C 0.20 0.22 -0.20
N -0.39 -0.23 0.28
P 0.26 0.38 -0.07
C -0.18 -0.28 0.09
C 0.06 0.07 -0.05
C 0.02 0.02 0.01
C -0.03 -0.03 0.00
C 0.05 0.03 -0.01
C 0.00 -0.04 -0.01
C 0.09 -0.34 -0.28
C 0.03 0.08 0.08
C -0.04 0.00 0.00
C -0.02 -0.03 0.00
C 0.06 -0.05 0.03
C 0.05 0.06 -0.07
P 0.00 0.36 0.05
C -0.01 -0.10 0.03
C 0.01 -0.04 0.02
C 0.00 0.03 -0.02
C -0.02 0.00 0.01
C 0.02 -0.01 -0.01
C -0.01 0.05 -0.01
C -0.10 -0.02 0.03
C -0.06 -0.04 -0.03
C 0.03 0.01 -0.03
C 0.00 0.01 0.02
C 0.01 0.02 0.01
C 0.01 -0.04 -0.01
H 0.00 0.00 0.00
H 0.01 0.00 -0.01
H 0.00 0.00 -0.01
H 0.02 0.02 -0.04
H -0.07 -0.04 0.03
H 0.01 0.05 -0.04
H -0.03 -0.07 0.01
H -0.01 -0.01 -0.01
H 0.03 -0.02 0.03
H 0.01 -0.01 -0.04
H 0.00 0.00 0.00
H 0.00 0.00 0.00
H 0.00 0.00 0.00
H 0.00 0.01 -0.01
H 0.00 -0.01 -0.02
H 0.01 -0.01 0.01
H 0.00 0.01 -0.01
H -0.01 0.01 0.01
H 0.04 0.00 -0.06
H 0.00 0.03 -0.01
H 0.00 0.00 0.00
H 0.00 0.00 0.00
H 0.00 0.00 0.00
H -0.02 0.00 0.02
H 0.01 0.02 0.02
H 0.00 -0.01 0.00
H 0.00 0.00 0.01
H 0.01 -0.01 -0.01
H 0.01 -0.02 -0.02

- E_LUMO (eV) = -10.48
- net charge = +3
- HOMO (hartree) = -0.539
- strongest force on any atom (eV/Å) = 0.53

Mulliken atomic charge list, values in e, 5 entries:
1. W 1.237
2. C -0.805
3. S 0.103
4. C 0.428
5. S -0.210